No. 1
Below is 18 unconnected molecules or ions with the total composition CH36O18 in a non-equilibrium geometry, with properties calculated with the ωB97M-V functional and the def2-TZVPD basis.

Geometry (Å):
O  2.308799  0.267631  -2.376316
O  0.569537  -0.733466  -4.262038
O  -3.073917  0.585319  0.612322
O  -1.020424  2.947355  -2.583096
O  1.179502  0.966193  -0.064943
O  3.575085  -1.613641  2.415869
O  -1.306065  -2.584363  -0.432405
O  4.192121  0.877314  0.565661
O  -1.859460  1.011938  -4.268301
O  -2.894954  -2.029075  1.630933
O  1.711307  0.307601  2.439799
O  -2.421984  -0.522965  -1.868928
O  1.852322  3.809003  1.205927
O  0.216593  -3.323869  1.750973
O  -0.265428  1.862774  3.629047
O  -0.989361  2.670169  0.200122
O  -0.840311  -3.437617  -2.971054
O  -1.233628  -1.007959  3.952357
C  0.645701  -0.129414  0.271868
H  -2.542826  -2.434723  0.825783
H  -1.156610  2.919377  -1.598831
H  -0.552917  1.747697  2.717170
H  3.104929  -2.392907  2.704110
H  1.356241  0.715638  3.231188
H  -0.946766  0.891143  -4.578632
H  1.973458  0.961413  -1.773695
H  3.998892  0.439179  -0.298380
H  -3.894102  0.922262  0.991439
H  1.473199  3.906522  2.082749
H  -2.146762  0.079368  -2.572027
H  -1.825386  1.792366  -3.703113
H  2.976198  -0.844239  2.642796
H  -0.350734  -0.763300  -3.959142
H  -0.321745  3.606763  -2.632600
H  -0.034975  -4.135216  2.202509
H  -0.191388  2.077339  0.082166
H  -2.868330  -0.023754  -1.158561
H  2.479221  0.899883  2.258839
H  -1.667559  -1.772924  -0.817211
H  -0.347497  -1.344476  4.177750
H  1.130532  -1.108629  0.304707
H  -2.507984  1.372292  0.532907
H  2.503510  3.133867  1.438726
H  -0.329325  -3.266045  0.939048
H  4.223830  0.061291  1.065632
H  -0.316752  -0.255166  0.758546
H  0.950031  -0.218903  -3.537024
H  2.982514  0.608306  -2.947927
H  -1.502064  -1.655610  3.276568
H  -1.054421  -3.154384  -1.174707
H  0.028834  -3.166499  -3.314371
H  -0.782819  1.390253  4.303071
H  -0.735468  3.350533  0.844107
H  -2.868092  -1.079849  1.388169
H  -1.436211  -2.681966  -2.959259

Force components x, y, z for each atom (eV/Å):
-0.3172 -0.4342 -0.1262
-1.0341 0.0298 -0.0916
-0.4195 0.5398 0.0089
-0.0901 0.5150 1.1235
0.3448 3.1172 -0.8698
0.2947 1.0921 0.3635
-0.1289 -0.9177 0.3163
0.1458 -0.7265 -1.1626
-0.0209 -0.5791 -0.3739
-0.3544 0.6823 0.1805
1.8669 0.7812 0.9597
-0.4457 -0.2888 0.1686
0.2382 -0.0430 0.7070
0.0800 -0.2750 0.1015
0.6121 0.9301 0.9059
-0.5561 0.1561 0.3252
0.2855 -0.5991 -0.2311
0.6224 -0.6372 0.2822
-1.5176 -3.2132 -0.3836
0.2263 -0.3379 0.1094
0.0280 -0.2641 -0.5709
-0.4580 -0.7921 0.2912
-0.3519 -0.1919 -0.1176
-0.6765 0.1554 0.4718
-0.2605 0.1725 0.0838
-0.1182 -0.2473 0.7455
-0.2958 1.0566 0.5284
-0.0190 -0.1429 -0.0492
-0.4839 0.4106 0.1744
-0.0516 0.1841 -0.0941
0.3572 0.4149 0.0916
0.1092 -1.2728 -0.3726
0.1045 -0.3259 -0.2930
0.0834 -0.0601 -0.3531
-0.1128 0.0384 -0.1677
0.9194 -0.4439 0.0719
0.3030 -0.0599 -0.3162
-0.7792 -0.4342 -0.5638
0.4387 0.3870 -0.3618
-0.3935 0.3728 -0.1601
0.6914 0.2167 -0.2756
0.5329 0.0142 0.0202
0.1437 -0.3104 -0.9113
0.1628 0.3664 0.4002
0.1486 -0.4035 0.8524
-0.6322 0.6712 0.2774
0.9569 0.0005 0.4681
0.4799 0.5526 -0.3521
-0.3174 0.3141 -0.2714
0.0105 0.1808 -0.0611
-0.5780 0.3750 0.1759
-0.1626 -0.1584 -1.2431
0.1279 -0.3346 -0.4715
0.0345 -0.5245 0.3337
0.2262 0.2908 -0.2937

Properties
Molar mass in g/mol: 336.28
Orbital gap (alpha / beta) in eV: 3.0 / 7.0
E_HOMO (alpha / beta) in eV: -0.5 / -4.5
Total charge: -1
Strongest force on any atom in eV/A: 3.57
2S+1: 2
⟨S²⟩: 0.75
LUMO (alpha / beta) in eV: 2.5 / 2.4


No. 2
Below is 2 unconnected molecules or ions with the total composition CH3Br2ClP in a non-equilibrium geometry, with properties calculated with the ωB97M-V functional and the def2-TZVPD basis.

Geometry (Å):
Br  -1.065333  -0.943314  -1.981910
Br  -0.846663  -1.329985  1.635686
Cl  -1.253479  -2.731374  3.042112
P  -0.942074  0.789381  -0.579576
C  0.780021  1.098806  -0.526416
H  1.190290  0.086360  -0.313906
H  0.912022  1.707857  0.368680
H  1.225217  1.322270  -1.644671

Force components x, y, z for each atom (eV/Å):
0.0564 1.5592 1.0055
0.8216 1.4550 -1.6420
-0.6446 -1.5572 1.7515
-0.8965 -1.4696 -1.5247
0.7101 -0.9989 -1.9457
0.1688 0.2918 -0.0013
0.6877 0.6708 -0.5618
-0.9036 0.0489 2.9185

Properties
Molar mass in g/mol: 241.27
Orbital gap in eV: 6.1
E_HOMO in eV: -14.2
Total charge: +1
Strongest force on any atom in eV/A: 3.06
LUMO in eV: -8.1


No. 3
Below is 2 unconnected molecules or ions with the total composition CH3Br2ClSi in a non-equilibrium geometry, with properties calculated with the ωB97M-V functional and the def2-TZVPD basis.

Geometry (Å):
Br  0.553015  -2.188961  1.485242
Br  1.080391  -1.510830  -1.912373
Cl  -2.205394  -1.511703  -0.639659
Si  -0.230544  -1.066384  -0.232788
C  0.227811  1.376841  0.325339
H  0.198441  1.750652  -0.606797
H  -0.774678  1.586653  0.865209
H  1.150958  1.563732  0.715827

Force components x, y, z for each atom (eV/Å):
-0.2259 -0.2148 0.1400
0.0450 -0.1787 -0.5115
0.6295 0.1735 0.1468
0.6907 3.2556 1.0776
-5.1546 -4.1291 1.2169
-0.3760 1.2756 -3.3912
2.2283 -0.1248 -0.5011
2.1630 -0.0573 1.8225

Properties
Molar mass in g/mol: 238.38
Orbital gap (alpha / beta) in eV: 9.2 / 9.2
E_HOMO (alpha / beta) in eV: -9.4 / -9.4
Strongest force on any atom in eV/A: 6.72
LUMO (alpha / beta) in eV: -0.2 / -0.2


No. 4
Below is a molecular structure, CH3Br2N in a non-equilibrium geometry, with properties calculated with the ωB97M-V functional and the def2-TZVPD basis.

Geometry (Å):
Br  -1.634872  -1.524029  0.190520
Br  -1.758534  1.518700  0.077935
N  -0.663072  -0.039839  -0.457391
C  0.737230  -0.003472  0.047507
H  1.096928  0.930904  -0.329558
H  0.966757  -0.194244  1.024256
H  1.255561  -0.688020  -0.553266

Force components x, y, z for each atom (eV/Å):
0.3695 -0.2392 0.0207
1.0640 -0.6388 -0.1575
-0.6050 0.4970 0.5157
-1.7427 1.1569 -2.6644
0.3179 0.8780 0.3274
0.0172 -0.1834 2.8206
0.5790 -1.4704 -0.8626

Properties
Molar mass in g/mol: 188.85
Orbital gap in eV: 8.9
E_HOMO in eV: -9.5
Strongest force on any atom in eV/A: 3.39
LUMO in eV: -0.6


No. 5
Below is 2 unconnected molecules or ions with the total composition CH3Br2P in a non-equilibrium geometry, with properties calculated with the ωB97M-V functional and the def2-TZVPD basis.

Geometry (Å):
Br  1.618793  -1.299914  0.635109
Br  -1.952612  0.418207  2.057600
P  -0.183362  -0.152922  -1.787788
C  0.901695  0.010969  -0.593088
H  -1.281485  1.709751  1.939296
H  -0.136515  -1.623026  -2.163576
H  1.033486  0.936935  -0.087554

Force components x, y, z for each atom (eV/Å):
0.0138 0.2270 -0.7679
0.4528 0.8812 -0.0716
-0.5527 -1.1003 -1.8629
0.3284 -1.4352 1.8883
-0.4712 -0.8790 0.0863
0.1119 1.4382 0.8672
0.1170 0.8680 -0.1393

Properties
Molar mass in g/mol: 205.82
Orbital gap in eV: 9.2
E_HOMO in eV: -9.5
Strongest force on any atom in eV/A: 2.39
LUMO in eV: -0.3


No. 6
Below is 2 unconnected molecules or ions with the total composition CH3Br2P in a non-equilibrium geometry, with properties calculated with the ωB97M-V functional and the def2-TZVPD basis.

Geometry (Å):
Br  1.943056  1.009923  1.076534
Br  -0.632746  -1.819191  2.352887
P  -0.177869  0.845155  0.857179
C  -0.182051  0.024159  -0.808229
H  -1.012666  0.682454  -1.180684
H  0.560500  0.318032  -1.487462
H  -0.498225  -1.060532  -0.810225

Force components x, y, z for each atom (eV/Å):
1.2246 0.2888 0.5120
-0.1051 -0.3303 0.2506
-0.0813 -0.5604 -0.8566
-3.0707 0.5635 0.8649
-0.1162 -1.0959 -0.2232
1.6303 -0.1315 -0.5261
0.5184 1.2659 -0.0217

Properties
Molar mass in g/mol: 205.82
Orbital gap (alpha / beta) in eV: 8.6 / 6.2
E_HOMO (alpha / beta) in eV: -7.9 / -10.0
Strongest force on any atom in eV/A: 3.24
2S+1: 3
⟨S²⟩: 2.01
LUMO (alpha / beta) in eV: 0.7 / -3.8


No. 7
Below is a single CH3Br3SSi molecule in a non-equilibrium geometry, with properties calculated with the ωB97M-V functional and the def2-TZVPD basis.

Geometry (Å):
Br  2.763531  0.958943  1.533883
Br  2.526906  2.824806  -2.191602
Br  3.447930  -1.072571  -1.343979
S  -0.171566  -1.447211  -0.100226
Si  2.152537  0.508333  -0.534336
C  0.293988  0.213510  -0.727018
H  -0.299958  0.970988  -0.223074
H  0.021570  0.212332  -1.780916
H  0.052726  -1.196381  1.194582

Force components x, y, z for each atom (eV/Å):
-0.1875 0.0310 -0.4573
-0.3328 -2.2468 1.6724
-0.3217 0.4263 0.0559
0.1656 0.2269 -0.1165
0.0214 1.6528 -1.3650
0.3437 -0.4023 0.2292
0.1482 0.1917 -0.0206
0.1495 0.0867 -0.0682
0.0136 0.0336 0.0702

Properties
Molar mass in g/mol: 314.90
Orbital gap in eV: 8.5
E_HOMO in eV: -9.8
Strongest force on any atom in eV/A: 2.82
LUMO in eV: -1.3


No. 8
Below is a single CH3BrFO2P molecule in a non-equilibrium geometry, with properties calculated with the ωB97M-V functional and the def2-TZVPD basis.

Geometry (Å):
Br  0.284070  1.962781  -3.387859
P  1.125542  2.512296  -1.391259
F  0.086139  3.746139  -1.319432
O  -0.330785  -0.658610  -1.101553
O  0.111068  1.562181  -0.475655
C  0.490833  0.213875  -0.305781
H  -0.999593  -0.063265  -1.408558
H  1.531344  0.026014  -0.647865
H  0.391240  -0.217170  0.639928

Force components x, y, z for each atom (eV/Å):
0.5237 -0.3398 -0.4181
-2.6167 0.1846 -0.0081
1.1106 -0.0933 0.5544
0.8271 0.6369 0.3699
0.9039 -0.1340 0.3522
0.6986 -1.4139 -2.5160
-0.9892 0.2417 -0.6374
-0.2927 0.3685 0.1605
-0.1653 0.5493 2.1426

Properties
Molar mass in g/mol: 176.91
Orbital gap in eV: 10.8
E_HOMO in eV: -10.6
Strongest force on any atom in eV/A: 2.97
LUMO in eV: 0.2